(1)
{
  "formula": "C9H7N2O5Pd",
  "method": "ωB97M-V with the def2-TZVPD basis set",
  "homo_ha": [-0.7286, -0.7574],
  "orbital_gap_ev": [8.1, 3.1],
  "total_charge": 3,
  "spin_multiplicity": 5,
  "e_lumo_ha": [-0.4314, -0.6433],
  "s_squared": 6.02,
  "energy_ev": -26101.73422,
  "elements": ["O", "C", "Pd", "O", "C", "C", "O", "C", "O", "C", "O", "H", "C", "N", "C", "C", "N", "C", "H", "H", "H", "H", "H", "H"],
  "coordinates": [[0.19, 4.26, -5.21], [-0.26, 4.90, -4.38], [0.20, 0.73, -1.66], [0.34, 2.76, 0.44], [0.21, 2.19, -0.56], [-0.23, -2.35, -2.17], [-0.50, -2.98, -3.10], [2.21, 1.00, -1.81], [3.33, 1.03, -1.62], [-1.87, 0.82, -1.57], [-2.94, 0.42, -1.53], [0.04, 2.23, -2.34], [-1.01, -1.20, 3.52], [-0.17, -1.20, 2.33], [0.85, -2.06, 1.94], [1.22, -1.66, 0.68], [0.46, -0.58, 0.31], [-0.36, -0.31, 1.31], [-1.64, -2.10, 3.60], [-0.41, -1.11, 4.44], [-1.69, -0.33, 3.46], [1.20, -2.87, 2.57], [1.95, -2.06, 0.01], [-1.12, 0.46, 1.35]],
  "mulliken_charge": [-0.0581, 0.3227, 0.1915, -0.0895, 0.2143, 0.1527, -0.0758, 0.3995, -0.0027, 0.3802, -0.0185, 0.3045, -0.7025, 0.1029, -0.1991, -0.5344, 0.3980, -0.1710, 0.3781, 0.3731, 0.2705, 0.4975, 0.5393, 0.3269]
}

***

(2)
{
  "formula": "C6H16N4",
  "method": "ωB97M-V with the def2-TZVPD basis set",
  "smiles": "[NH3+]NCCC[C@@H]1C=[NH+]NC1",
  "homo_ha": -0.5971,
  "orbital_gap_ev": 9.5,
  "total_charge": 2,
  "e_lumo_ha": -0.2495,
  "energy_ev": -12422.64269,
  "elements": ["N", "N", "C", "C", "C", "C", "C", "N", "N", "C", "H", "H", "H", "H", "H", "H", "H", "H", "H", "H", "H", "H", "H", "H", "H", "H"],
  "coordinates": [[0.03, -0.29, 3.62], [-0.14, -0.91, 2.33], [1.16, -0.97, 1.61], [0.89, -1.31, 0.17], [1.03, -0.19, -0.90], [-0.23, 0.66, -0.99], [-1.37, -0.15, -1.51], [-1.81, 0.40, -2.58], [-1.18, 1.50, -3.00], [-0.18, 1.87, -2.02], [0.22, 0.74, 3.59], [0.87, -0.60, 4.17], [-0.84, -0.39, 4.22], [-0.43, -1.89, 2.47], [1.89, -1.59, 1.94], [1.44, 0.08, 1.69], [-0.09, -1.67, -0.01], [1.52, -2.17, -0.09], [1.98, 0.43, -0.79], [1.12, -0.66, -1.89], [-0.43, 1.06, 0.01], [-1.56, -1.17, -1.25], [-2.54, 0.01, -3.08], [-1.64, 2.11, -3.79], [-0.51, 2.86, -1.47], [0.81, 2.20, -2.44]],
  "mulliken_charge": [-0.3534, -0.3022, -0.8711, -0.5854, -0.9826, 0.3696, -0.4478, 0.2426, -0.3123, -0.7263, 0.3999, 0.3971, 0.3809, 0.3236, 0.5101, 0.4820, 0.3089, 0.4272, 0.3753, 0.3959, 0.3126, 0.4418, 0.2504, 0.3262, 0.2896, 0.3476]
}

***

(3)
{
  "formula": "C3H2Cl2F2",
  "method": "ωB97M-V with the def2-TZVPD basis set",
  "homo_ha": -0.3654,
  "orbital_gap_ev": 10.6,
  "total_charge": 0,
  "e_lumo_ha": 0.0239,
  "energy_ev": -33620.40252,
  "elements": ["C", "C", "C", "F", "F", "Cl", "Cl", "H", "H"],
  "coordinates": [[-0.49, 0.22, -0.54], [-0.19, 1.47, -0.18], [0.33, -1.30, 0.49], [-0.80, 2.58, -0.78], [-0.70, -1.64, 1.20], [1.08, 1.91, 0.90], [0.81, -2.37, -0.80], [-1.18, -0.05, -1.30], [1.13, -0.81, 1.01]],
  "mulliken_charge": [-0.5428, 0.4411, 0.1257, -0.2303, -0.1706, -0.1655, -0.1315, 0.3793, 0.2946]
}

***

(4)
{
  "formula": "C33H46N6OS4Si2TeTi",
  "method": "ωB97M-V with the def2-TZVPD basis set",
  "homo_ha": [-0.3512, -0.3645],
  "orbital_gap_ev": [6.6, 7.0],
  "total_charge": 1,
  "spin_multiplicity": 2,
  "e_lumo_ha": [-0.1089, -0.1086],
  "s_squared": 0.76,
  "energy_ev": -135460.52927,
  "elements": ["Ti", "O", "N", "C", "C", "C", "C", "C", "S", "H", "H", "H", "H", "N", "C", "C", "C", "C", "C", "C", "S", "N", "C", "C", "C", "C", "C", "C", "N", "H", "H", "H", "H", "H", "H", "H", "H", "H", "C", "N", "C", "N", "S", "H", "H", "H", "H", "H", "H", "S", "C", "C", "C", "C", "C", "C", "H", "H", "H", "H", "H", "C", "Si", "C", "C", "C", "Te", "C", "Si", "C", "C", "C", "H", "H", "H", "H", "H", "H", "H", "H", "H", "H", "H", "H", "H", "H", "H", "H", "H", "H", "H", "H", "H", "H"],
  "coordinates": [[0.49, 0.12, 1.22], [0.90, 2.04, 1.64], [0.04, 2.98, 1.95], [0.55, 4.22, 2.01], [-0.26, 5.27, 2.38], [-1.59, 5.01, 2.70], [-2.08, 3.73, 2.60], [-1.26, 2.67, 2.19], [-1.82, 1.04, 1.97], [1.59, 4.29, 1.74], [0.15, 6.27, 2.43], [-2.24, 5.81, 3.01], [-3.11, 3.50, 2.83], [-1.66, -3.42, 1.83], [-2.61, -3.61, 0.80], [-3.77, -4.30, 1.04], [-4.70, -4.46, 0.02], [-4.46, -3.91, -1.23], [-3.29, -3.20, -1.46], [-2.36, -3.06, -0.45], [-0.82, -2.25, -0.72], [-0.50, -1.70, 0.86], [-0.83, -2.36, 1.88], [-0.29, -1.87, 3.23], [-0.49, -2.51, 4.42], [0.03, -1.95, 5.59], [0.72, -0.79, 5.50], [0.90, -0.21, 4.23], [0.41, -0.76, 3.16], [-1.87, -3.88, 2.70], [-3.96, -4.73, 2.02], [-5.61, -5.01, 0.21], [-5.18, -4.04, -2.02], [-3.10, -2.77, -2.43], [-1.03, -3.44, 4.47], [-0.10, -2.44, 6.54], [1.14, -0.31, 6.37], [1.46, 0.71, 4.07], [4.82, -4.76, -1.42], [3.99, -4.60, -0.25], [2.71, -4.20, -0.26], [2.17, -3.91, -1.46], [1.84, -4.10, 1.16], [5.80, -5.12, -1.11], [4.96, -3.81, -1.94], [4.39, -5.49, -2.12], [4.33, -4.89, 0.65], [2.74, -3.80, -2.28], [1.28, -3.46, -1.43], [2.34, -0.45, -0.12], [3.25, -0.11, 1.41], [3.48, -1.12, 2.34], [4.22, -0.85, 3.48], [4.72, 0.41, 3.71], [4.50, 1.42, 2.78], [3.77, 1.15, 1.63], [3.09, -2.11, 2.15], [4.40, -1.65, 4.19], [5.31, 0.62, 4.59], [4.90, 2.41, 2.94], [3.62, 1.93, 0.89], [3.05, 2.08, -2.74], [1.55, 1.87, -3.85], [2.03, 1.03, -5.48], [0.79, 3.57, -4.16], [0.24, 0.77, -3.03], [-0.54, 1.47, -1.18], [-2.52, 0.78, -1.54], [-3.73, 2.10, -2.11], [-3.10, 2.83, -3.73], [-3.84, 3.41, -0.76], [-5.40, 1.24, -2.36], [3.70, 2.85, -3.16], [3.62, 1.17, -2.62], [2.77, 2.40, -1.74], [2.81, 1.58, -5.98], [1.18, 0.97, -6.15], [2.39, 0.02, -5.31], [1.55, 4.25, -4.54], [0.39, 4.00, -3.25], [-0.01, 3.54, -4.90], [0.60, -0.24, -2.84], [-0.62, 0.72, -3.70], [-2.87, 0.34, -0.60], [-2.41, -0.03, -2.27], [-2.10, 3.24, -3.62], [-3.74, 3.64, -4.08], [-3.07, 2.08, -4.52], [-2.84, 3.77, -0.49], [-4.29, 2.99, 0.14], [-4.43, 4.26, -1.07], [-5.31, 0.45, -3.10], [-6.16, 1.92, -2.70], [-5.74, 0.79, -1.43]],
  "mulliken_charge": [-0.1241, 0.3158, 0.1973, -0.4280, -0.8272, -0.2255, -0.9149, 0.6749, -0.4448, 0.5307, 0.4547, 0.4228, 0.4751, -0.0019, 0.0269, -0.8010, -0.6403, -0.8524, -0.7184, 0.6577, -0.0942, 0.4478, 0.0801, 0.9449, -0.7884, -0.9590, -1.1215, -0.3613, 1.2269, 0.1176, 0.4146, 0.4183, 0.4287, 0.4617, 0.5107, 0.4613, 0.5091, 0.5598, -1.0521, -0.1380, 0.6410, -0.2582, -0.4652, 0.3414, 0.2891, 0.3650, 0.2552, 0.2500, 0.0401, -0.2491, 0.5927, -0.1323, -0.6875, -0.6594, -0.6469, -0.3653, -0.0751, 0.5125, 0.4043, 0.4600, 0.3216, -0.6429, 0.1543, -1.0961, -1.0994, -0.5763, -0.3138, -0.3951, 0.0820, -0.7589, -0.9389, -1.1107, 0.4444, 0.2574, -0.0267, 0.3332, 0.3192, 0.3056, 0.4114, 0.3096, 0.3231, 0.3392, 0.5116, 0.2555, 0.4171, -0.0036, 0.4485, 0.3247, 0.2026, 0.2502, 0.4972, 0.3147, 0.3549, 0.3277]
}

***

Going through the records in order, we get relative energy (zero: lowest compared OMol25 entry of this formula, charge and spin) values of 61.1 77.8 47.5 14.5 kcal per mole.